[1]
C17H6Cl10INO2Sc as an isolated structure at a distorted geometry. Source: the OMol25 dataset; level of theory: ωB97M-V/def2-TZVPD.

```
38
Properties=species:S:1:pos:R:3:lowdin_charge:R:1
Sc 8.27120 9.07490 9.98155 0.79
Cl 8.13426 8.58278 13.10367 0.68
C 7.21285 7.30232 12.32026 -0.71
C 7.11298 7.32607 10.91857 -0.32
C 6.43782 6.30172 10.25003 -0.70
Cl 6.40700 6.29169 8.51056 0.69
C 5.82464 5.27924 10.96612 -0.72
Cl 5.01130 4.00937 10.14481 0.66
C 5.92149 5.27994 12.35934 -0.68
Cl 5.16092 4.01254 13.28053 0.63
C 6.59378 6.30609 13.05567 -0.71
Cl 6.71076 6.27381 14.76674 0.67
O 6.96503 9.54096 8.23467 -0.13
C 7.86635 9.14720 7.41739 -0.50
C 7.80480 9.21771 5.87091 -0.07
C 9.18442 8.64603 5.51164 -0.09
C 9.92186 8.39914 6.88356 -0.42
O 11.08169 8.01505 7.00089 0.06
N 9.00465 8.68005 7.90544 0.05
H 7.67165 10.26390 5.49342 0.13
H 6.97701 8.59906 5.49242 0.12
H 9.77073 9.32186 4.86661 0.11
H 9.08680 7.68392 4.98054 0.12
Cl 10.64449 12.04133 10.36841 0.68
C 11.37689 10.47696 10.45203 -0.71
C 10.56922 9.33964 10.37142 -0.24
C 11.14053 8.06151 10.37659 -0.70
Cl 10.11820 6.66487 10.22829 0.74
C 12.52271 7.90566 10.43227 -0.71
Cl 13.22495 6.33420 10.38294 0.67
C 13.31317 9.05629 10.49146 -0.67
Cl 15.04802 8.85937 10.62223 0.62
C 12.75518 10.34010 10.52630 -0.72
Cl 13.78146 11.71617 10.64832 0.65
I 5.45556 10.61558 11.07718 0.76
C 7.40586 11.11134 10.76030 -0.91
H 7.76148 11.51664 11.70219 -0.07
H 7.36665 11.86933 9.98210 -0.06
```

Properties
Net charge = -1
Gap between HOMO and LUMO = 7.41 eV

---

[2]
C17H7CoF5N3S4 as an isolated structure. Source: the OMol25 dataset; level of theory: ωB97M-V/def2-TZVPD.

```
37
Properties=species:S:1:pos:R:3:lowdin_charge:R:1
Co 0.02839 -0.08701 0.41066 0.09
S -1.49499 -3.12723 3.13316 0.71
C -1.04915 -1.86464 2.10744 -1.82
S -0.27630 -0.52186 2.78384 0.54
S -1.27674 -2.05222 0.42548 0.54
F 2.48273 0.31986 -5.98672 0.13
C 2.41404 0.22770 -4.65782 -0.14
C 1.19074 0.13723 -4.02548 -0.15
F 0.06597 0.14212 -4.74681 0.12
C 1.14404 0.04305 -2.64896 -0.22
F -0.08684 -0.04226 -2.08618 0.02
C 2.26901 0.03492 -1.84565 -0.51
S 2.22780 -0.09538 -0.08803 0.66
C 3.48052 0.12917 -2.52024 -0.24
F 4.62714 0.13252 -1.83217 0.09
C 3.56457 0.22305 -3.89586 -0.14
F 4.75264 0.31146 -4.49785 0.13
N -9.27951 4.75699 -1.20472 0.16
C -8.18732 4.44234 -1.03666 -0.17
C -6.81211 4.04621 -0.82504 -0.22
C -5.82369 5.01068 -0.67209 -0.01
C -4.50854 4.63325 -0.46817 0.00
C -4.17775 3.28796 -0.41620 -0.16
C -5.16151 2.31973 -0.56870 0.01
C -6.47396 2.69867 -0.77253 -0.01
N -2.81900 2.89950 -0.20329 0.01
C -1.73382 3.73608 0.01690 -0.02
C -0.65766 2.93209 0.17268 -0.08
N -1.05722 1.61682 0.05423 -0.03
C -2.34605 1.63081 -0.16866 -0.11
H -6.08420 6.05939 -0.71348 0.13
H -3.75535 5.39847 -0.35389 0.11
H -4.92461 1.26739 -0.52751 0.11
H -7.24075 1.94504 -0.89052 0.13
H -1.81358 4.80642 0.04334 0.12
H 0.37040 3.19684 0.35463 0.12
H -2.94878 0.75030 -0.30302 0.13
```

Properties
Gap between HOMO and LUMO (alpha / beta) = 7.34 / 5.41 eV
2S+1 = 5

---

[3]
A 40-piece molecular cluster, C18H101Br2I2NO44 overall at a distorted geometry. Source: the OMol25 dataset; level of theory: ωB97M-V/def2-TZVPD.

```
168
Properties=species:S:1:pos:R:3:lowdin_charge:R:1
C 1.48780 -2.07311 3.16367 -0.07
C 1.60997 -2.04806 1.60941 -0.13
C 1.03645 -0.74095 1.04774 -0.23
C 1.89978 0.39337 1.70909 -0.04
O 2.29337 1.36985 0.70405 -0.08
C 3.60345 1.74389 0.73993 -0.50
C 4.33394 1.62026 -0.59704 0.06
O 4.13898 2.16980 1.72007 0.12
C 1.24996 -0.47090 -0.45588 -0.46
O 2.14058 -0.84883 -1.15251 0.13
O 0.24291 0.26873 -0.92240 -0.08
C -0.98897 0.24071 -0.13416 -0.37
C -1.34962 1.72515 -0.00437 -0.12
C -0.19633 2.57196 0.52549 -0.07
C 0.68950 3.14118 -0.55925 -0.43
N 1.84887 3.86346 -0.10065 0.14
O 0.47928 2.99919 -1.73615 0.10
C -1.98232 -0.43657 -1.12336 -0.55
I -1.12209 -1.11106 -2.99462 1.21
C -3.29908 -0.61468 -0.96083 -0.72
C -4.19100 -1.24498 -2.01338 -0.19
I -4.27865 0.04599 0.80118 1.04
C -0.50990 -0.50874 1.15058 -0.18
C -1.33022 -1.63582 1.75094 -0.67
Br -2.05324 -1.29265 3.52929 0.68
C -1.56313 -2.81944 1.17691 -0.67
C -0.99078 -3.14092 -0.18826 -0.14
Br -2.66495 -4.15313 2.09337 0.73
H 0.87523 -1.24633 3.53722 0.05
H 1.03790 -2.99479 3.53118 0.08
H 2.46273 -1.94412 3.63984 0.04
H 2.68050 -2.02485 1.39523 0.12
H 1.17224 -2.94866 1.18685 0.10
H 1.31641 0.93732 2.45920 0.14
H 2.80250 0.01849 2.18291 0.12
H 3.61953 1.29769 -1.35059 0.06
H 5.14436 0.91162 -0.45847 0.11
H 4.66992 2.61700 -0.87583 0.07
H -1.61791 2.08173 -1.00251 0.13
H -2.22468 1.91407 0.61670 0.06
H -0.62031 3.46858 0.99692 0.11
H 0.37799 2.08937 1.31302 0.10
H 2.63665 3.29541 -0.38168 0.04
H 1.86076 4.72820 -0.62325 0.07
H -5.20558 -1.34209 -1.62987 0.02
H -4.19026 -0.62893 -2.91499 0.08
H -3.82331 -2.23913 -2.25846 0.03
H -0.57624 0.24986 1.94375 0.11
H -0.36421 -4.03352 -0.16457 0.07
H -0.41117 -2.32421 -0.60758 0.01
H -1.81607 -3.36110 -0.87377 0.07
O -1.03314 -6.08145 -0.85755 -0.06
H -1.84414 -6.00567 -0.35089 0.01
H -0.71936 -6.97640 -0.68931 0.06
O -3.47930 -3.63034 -4.16020 -0.09
H -2.94438 -4.42505 -4.02990 -0.02
H -2.86047 -2.98172 -4.51973 -0.02
O -7.18702 -2.62258 -1.66492 -0.06
H -8.11669 -2.40246 -1.54994 0.05
H -7.19251 -3.40413 -2.23767 0.02
O 0.17697 1.63757 -4.52375 -0.12
H 0.00297 2.17108 -3.73642 0.00
H 0.94318 1.10677 -4.27422 0.00
O -7.68149 -5.32803 -2.92239 -0.05
H -8.60906 -5.58653 -2.88524 0.07
H -7.22228 -6.03507 -2.44994 0.02
O -1.96825 -6.19478 -3.70945 -0.06
H -2.32211 -7.07737 -3.86382 0.06
H -1.07315 -6.35590 -3.38966 0.04
O -5.19235 -6.22568 -1.06783 -0.04
H -4.63974 -5.99390 -1.82379 0.04
H -5.05749 -5.49967 -0.44891 0.04
O -1.47993 5.26310 2.13853 -0.08
H -0.67975 5.70107 1.83230 0.01
H -2.19446 5.86133 1.88488 0.01
O 3.73405 5.20666 -1.76669 -0.05
H 4.68013 5.32597 -1.63430 0.04
H 3.63808 5.11204 -2.72473 0.04
O -4.12189 -9.31594 -1.20832 -0.05
H -4.35511 -8.74240 -1.94319 0.02
H -4.89697 -9.29311 -0.64096 0.02
O 4.10404 -0.84924 4.67376 -0.05
H 4.63816 -0.59701 3.91291 0.05
H 4.28535 -0.15812 5.32097 0.05
O 4.97716 4.03814 -4.32436 -0.06
H 4.67515 3.33313 -4.91581 0.01
H 5.81637 4.31738 -4.70018 0.04
O 4.29803 4.82191 1.54111 -0.06
H 3.34019 4.67861 1.52501 0.03
H 4.63872 4.00477 1.92171 0.01
O -3.59890 5.47401 0.41954 -0.05
H -4.49851 5.77723 0.59847 0.03
H -3.71331 4.74693 -0.19827 0.04
O -0.26418 7.69623 2.58296 -0.07
H -0.24531 7.48786 3.52558 0.06
H 0.65703 7.93101 2.37288 0.04
O 1.41145 7.82225 0.56239 -0.05
H 1.84700 7.35524 -0.15076 0.00
H 0.62490 8.19069 0.14516 0.04
O 2.84010 -2.90377 6.86319 -0.04
H 3.39137 -3.69419 6.87537 0.04
H 3.41325 -2.22393 6.48736 0.01
O 3.71112 -3.44356 -1.21177 -0.07
H 4.44257 -2.91401 -1.55575 -0.01
H 2.93384 -2.93152 -1.45758 0.00
O -5.84845 5.23832 2.32945 -0.05
H -6.63460 5.38613 2.86205 0.04
H -5.59969 4.32471 2.51743 0.02
O -5.37733 -6.49839 3.08029 -0.06
H -4.60727 -6.00229 2.78626 -0.05
H -6.12535 -5.94649 2.83215 0.04
O 2.48920 8.02594 -2.08134 -0.05
H 2.91817 7.15709 -2.03308 0.01
H 3.16292 8.59152 -2.46949 0.05
O 6.93050 2.64310 -2.05045 -0.07
H 7.15046 3.39017 -1.47159 0.00
H 7.57709 1.96667 -1.83193 0.03
O 3.90427 -4.24049 9.48641 -0.05
H 3.66551 -3.62649 8.78130 0.01
H 3.14662 -4.22150 10.07974 0.06
O 5.79777 -1.95011 -2.70280 -0.04
H 5.40079 -1.44939 -3.42390 0.04
H 6.72236 -1.68695 -2.70500 0.05
O -1.90478 3.67883 -5.91892 -0.06
H -1.67341 4.39460 -5.32165 0.02
H -1.41935 2.91813 -5.57482 0.00
O 5.46037 -2.29768 11.07848 -0.08
H 5.21739 -3.07611 10.55826 -0.01
H 6.25737 -1.96684 10.64451 -0.01
O -8.31192 -7.83493 -1.00369 -0.05
H -8.60649 -8.74552 -1.10273 0.04
H -7.41391 -7.90870 -0.66207 0.02
O -5.84692 1.93413 3.36765 -0.09
H -6.78631 1.72742 3.39992 0.04
H -5.42978 1.23141 3.87654 0.03
O -1.57302 9.47219 4.46255 -0.07
H -1.13920 9.00117 3.73296 -0.02
H -2.37006 9.83566 4.06880 0.03
O -7.68575 -5.07068 -5.94302 -0.07
H -7.67080 -5.24846 -4.99396 -0.02
H -6.83298 -4.66398 -6.12059 0.03
O 3.31871 0.31455 -3.68910 -0.04
H 3.24809 0.13810 -2.74210 -0.01
H 4.20180 0.68044 -3.80221 0.04
O -2.97137 -7.60695 -6.50579 -0.05
H -2.74716 -6.83597 -5.97489 0.01
H -2.72899 -7.35177 -7.40035 0.04
O 0.20951 -5.30661 -5.14956 -0.05
H -0.49688 -4.97926 -4.58100 0.00
H 1.00503 -4.87567 -4.81871 0.05
O 4.04715 3.01665 -6.86929 -0.05
H 3.09543 2.94997 -7.00580 0.06
H 4.27965 3.87231 -7.24329 0.05
O -1.10335 7.91906 -1.82022 -0.05
H -1.45939 7.18499 -2.32874 0.03
H -0.25919 8.10987 -2.24776 0.02
O -7.97146 -0.54305 -3.69854 -0.06
H -8.91043 -0.74743 -3.69980 0.03
H -7.56239 -1.26006 -3.19152 -0.01
O 6.83427 4.75800 -0.11978 -0.04
H 6.13310 5.00842 0.49074 0.02
H 7.57401 5.32600 0.11726 0.06
O 7.03123 -1.42119 8.82712 -0.05
H 7.53843 -1.80795 8.10770 0.06
H 6.19195 -1.17869 8.42392 0.05
O 7.76347 1.09315 7.87137 -0.07
H 7.80434 0.87458 8.80755 0.03
H 8.61959 1.48353 7.67318 0.03
```

Properties
Gap between HOMO and LUMO = 8.49 eV

---

| no. | electronic energy (a.u.) |
| --- | --- |
| 1 | -6517.18598 |
| 2 | -4291.12832 |
| 3 | -9855.14322 |